Molecular formula: C4H7N3
Method: DFT, the ωB97M-V functional and the def2-TZVPD basis

ORCA input file:
```
! RIJCOSX wB97M-V def2-TZVPD def2/J DEFGRID3
* xyz 2 1
C 2.4298 -0.6071 -0.2383
C -0.8243 1.0126 0.3079
C 0.4873 0.4958 0.2177
C -1.7672 1.4696 -0.4613
N -0.0720 0.8986 1.4191
N 1.6259 0.3145 -0.0712
N 1.9736 -2.0180 0.1241
H 3.5386 -0.5705 -0.6109
H -2.7463 1.5918 0.1181
H -2.0643 0.8602 -1.2594
H -1.5025 2.4918 -0.8708
H 0.2430 1.4865 2.1753
H 0.9839 -2.0390 0.4701
H 2.4826 -2.7839 0.7369
*
```

Properties
Energy relative to the best compared isomer or geometry (same formula, charge and spin)   336.6 kJ/mol

***

Molecular formula: C5H6ClN2O
Method: DFT, the ωB97M-V functional and the def2-TZVPD basis

ORCA input file:
```
! RIJCOSX wB97M-V def2-TZVPD def2/J DEFGRID3
* xyz 1 1
C -0.3632 0.6633 1.1852
N 0.4148 -0.3315 0.4853
C 0.4249 -0.3744 -0.8542
N -0.1986 0.2350 -1.8034
C 1.5580 -1.5160 -1.2870
O 1.7147 -1.8645 -2.3830
C 1.9902 -1.9492 0.1098
C 1.2564 -1.2820 1.0051
Cl 1.3399 -1.2744 2.6986
H -1.0028 0.0845 1.7993
H 0.3423 1.2036 1.7474
H -0.7273 1.2785 0.3849
H 0.0698 0.1571 -2.7638
H -1.0163 0.9925 -1.6287
H 2.6527 -2.7509 0.3099
*
```

Properties
Energy relative to the best compared isomer or geometry (same formula, charge and spin)   197.8 kJ/mol
SMILES string   CN1C(=[NH2+])C(=O)C=C1Cl

***

Molecular formula: C38H40NO2
Method: DFT, the ωB97M-V functional and the def2-TZVPD basis

ORCA input file:
```
! RIJCOSX wB97M-V def2-TZVPD def2/J DEFGRID3
* xyz 1 1
C -0.3924 -0.0045 6.0439
C -1.4757 0.9358 5.5684
O -1.7765 0.9614 4.4039
O -2.1730 1.7622 6.4526
C -1.8960 3.1494 6.2198
C -0.4030 3.3439 5.9565
C 0.0622 3.6832 4.6927
C 1.4024 3.8070 4.5084
N 2.2287 3.6139 5.5333
C 1.8066 3.2878 6.7536
C 0.4814 3.1414 7.0089
H -0.6097 -0.4886 6.9992
H -0.2426 -0.7260 5.2406
H 0.5648 0.5148 6.1709
H -2.4709 3.5305 5.3696
H -2.1337 3.7412 7.1065
H -0.6686 3.8218 3.9049
H 1.7892 4.0432 3.5238
H 3.2221 3.7088 5.3501
H 2.5158 3.1160 7.5555
H 0.1322 2.8632 7.9955
C -2.6568 -2.4133 -0.2505
C -3.7078 -2.1702 0.6243
C -3.4892 -1.4440 1.7875
C -2.2227 -0.9534 2.0735
C -1.1733 -1.1943 1.1959
C -1.3884 -1.9268 0.0364
H -2.8262 -2.9821 -1.1561
H -4.6975 -2.5475 0.3996
H -4.3073 -1.2602 2.4737
H -2.0539 -0.3844 2.9794
H -0.1833 -0.8107 1.4165
H -0.5676 -2.1183 -0.6429
C 0.6313 -2.6201 -3.7109
C 1.5780 -3.3893 -4.3733
C 2.9237 -3.0577 -4.2917
C 3.3237 -1.9615 -3.5395
C 2.3770 -1.1939 -2.8739
C 1.0311 -1.5206 -2.9628
H -0.4188 -2.8771 -3.7775
H 1.2674 -4.2477 -4.9554
H 3.6605 -3.6546 -4.8143
H 4.3743 -1.7059 -3.4722
H 2.6889 -0.3391 -2.2855
H 0.2931 -0.9179 -2.4478
C -7.7863 1.1324 4.0600
C -6.5765 1.2759 3.3940
C -5.3865 1.0912 4.0854
C -5.4038 0.7495 5.4247
C -6.6109 0.6004 6.0942
C -7.8034 0.7979 5.4109
H -8.7175 1.2796 3.5282
H -6.5613 1.5316 2.3420
H -4.4360 1.2046 3.5764
H -4.4627 0.5976 5.9384
H -6.6229 0.3310 7.1428
H -8.7478 0.6879 5.9283
C 3.9699 2.5418 -2.8438
C 4.3618 3.8559 -2.6265
C 5.4967 4.3547 -3.2511
C 6.2348 3.5416 -4.1004
C 5.8408 2.2288 -4.3204
C 4.7109 1.7271 -3.6890
H 3.0853 2.1519 -2.3546
H 3.7817 4.4928 -1.9697
H 5.8057 5.3777 -3.0773
H 7.1171 3.9318 -4.5914
H 6.4155 1.5956 -4.9844
H 4.4067 0.7021 -3.8572
C 0.6096 -4.6539 -8.8403
C 1.5567 -5.4239 -9.5022
C 2.9021 -5.0926 -9.4199
C 3.3019 -3.9959 -8.6677
C 2.3553 -3.2282 -8.0032
C 1.0088 -3.5545 -8.0924
H -0.4401 -4.9107 -8.9075
H 1.2455 -6.2826 -10.0835
H 3.6396 -5.6894 -9.9413
H 4.3520 -3.7400 -8.5998
H 2.6671 -2.3739 -7.4150
H 0.2706 -2.9518 -7.5777
*
```

Properties
Electronic energy   -45632.7101 eV

***

Molecular formula: C38H47BBrHfN10O2S
Method: DFT, the ωB97M-V functional and the def2-TZVPD basis

ORCA input file:
```
! RIJCOSX wB97M-V def2-TZVPD def2/J DEFGRID3
* xyz 2 2
Hf -0.2970 0.1944 0.0580
C -2.2378 2.4467 -3.2661
C -1.9177 1.2390 -2.6579
N -0.9597 1.4188 -1.7437
N -0.6325 2.7355 -1.7655
C -1.4056 3.3651 -2.6627
B 0.5904 3.1951 -0.9500
N 0.1981 3.1400 0.5617
C 0.3064 4.0699 1.5173
C -0.1181 3.5255 2.7169
C -0.4849 2.2244 2.4057
N -0.2968 2.0078 1.0980
N 1.6992 2.1136 -1.1769
C 2.9580 2.2915 -1.5997
C 3.5612 1.0554 -1.7438
C 2.5789 0.1431 -1.3853
N 1.4551 0.7859 -1.0369
N 1.1639 4.5507 -1.2353
C 0.9088 5.5985 -2.0637
C 1.8073 6.5952 -1.7834
C 2.6096 6.0771 -0.7554
N 2.2174 4.8658 -0.4492
H -2.9497 2.6329 -4.0442
H -2.3287 0.2658 -2.8610
H -1.3649 4.4174 -2.8281
H 0.6859 5.0503 1.3175
H -0.1540 4.0115 3.6704
H -0.8625 1.4433 3.0488
H 3.3733 3.2650 -1.7594
H 4.5620 0.8516 -2.0672
H 2.6253 -0.9348 -1.3723
H 0.1391 5.6005 -2.8050
H 1.8800 7.5547 -2.2469
H 3.4392 6.5224 -0.2462
C 5.1388 -1.1023 3.0176
C 4.0926 -0.3959 3.8724
N 2.8830 -1.1825 3.9978
C 2.7824 -2.1408 5.0902
C 3.0009 -3.5813 4.6419
C 1.9012 -1.0862 3.1221
S 2.0165 0.0097 1.7873
N 0.8208 -1.8338 3.3246
C -0.2499 -1.9286 2.5785
O -0.4057 -1.3449 1.4341
C -1.3088 -2.7997 3.1166
C -2.5104 -2.9815 2.4275
C -3.4968 -3.7907 2.9576
C -3.3022 -4.4263 4.1750
C -2.1094 -4.2565 4.8615
C -1.1180 -3.4517 4.3397
H 5.9912 -0.4483 2.8658
H 4.7258 -1.3537 2.0446
H 5.4792 -2.0133 3.5010
H 3.8343 0.5679 3.4205
H 4.4826 -0.2177 4.8758
H 1.7903 -2.0412 5.5357
H 3.5270 -1.8665 5.8358
H 2.2589 -3.8679 3.9030
H 2.9031 -4.2379 5.5009
H 3.9921 -3.7177 4.2203
H -2.6651 -2.4835 1.4806
H -4.4219 -3.9314 2.4214
H -4.0722 -5.0579 4.5885
H -1.9466 -4.7507 5.8058
H -0.1888 -3.3163 4.8673
C -5.5446 -2.6044 -4.3301
C -5.8598 -2.9487 -2.8627
C -5.6465 -4.4529 -2.6261
C -7.3292 -2.6160 -2.5976
C -4.9123 -2.1739 -1.9805
C -3.5384 -2.4211 -2.0639
C -2.6726 -1.6743 -1.3034
Br -0.7367 -1.9599 -1.5403
C -3.0762 -0.6608 -0.4118
O -2.2216 0.0789 0.2452
C -4.4853 -0.4573 -0.2923
C -5.3415 -1.1948 -1.0857
C -4.9964 0.5929 0.6794
C -4.4638 1.9699 0.2497
C -6.5253 0.6654 0.7066
C -4.5317 0.2519 2.1045
H -6.2089 -3.1660 -4.9803
H -4.5200 -2.8430 -4.5987
H -5.7070 -1.5442 -4.5081
H -6.3623 -5.0192 -3.2149
H -5.8037 -4.6881 -1.5766
H -4.6487 -4.7772 -2.9046
H -7.9568 -3.2313 -3.2381
H -7.5469 -1.5746 -2.8242
H -7.5989 -2.8263 -1.5655
H -3.1437 -3.1759 -2.7225
H -6.3952 -0.9971 -1.0133
H -4.7874 2.1920 -0.7651
H -3.3761 2.0094 0.2871
H -4.8546 2.7352 0.9140
H -6.9289 0.9718 -0.2549
H -6.8348 1.4040 1.4420
H -6.9586 -0.2883 0.9973
H -3.4481 0.2629 2.1927
H -4.8953 -0.7326 2.3910
H -4.9367 0.9801 2.8026
*
```

Properties
Expectation value of S²   0.754
Energy relative to the best compared isomer or geometry (same formula, charge and spin)   248.3 kJ/mol